1.
# CH2OS2

One molecule with the formula CH2OS2 (wB97M-V/def2-TZVPD, the OMol25 dataset).

```
6
Properties=species:S:1:pos:R:3:forces:R:3
C -0.07620 0.02559 -0.33185 0.075 0.949 0.663
O 0.75258 2.26510 0.85876 -0.416 1.786 0.168
S 0.18876 -1.65525 -0.53565 2.844 1.152 -0.352
S 1.21677 0.88470 0.80593 -0.827 -2.217 -1.143
H -1.09354 0.50489 -0.43654 1.381 -0.586 0.331
H -0.98837 -2.02503 -0.36066 -3.056 -1.085 0.332
```
Forces are in eV/Å.

As for the expectation value of S²: 2.01. As for the net charge: 0. As for the spin multiplicity: 3. As for the total energy: -24783.7705 eV. As for the lowest unoccupied orbital energy (spin up / spin down): 0.02153 / -0.06267 hartree. As for the energy relative to the best compared isomer or geometry (same formula, charge and spin): 0.0 kJ/mol. For the HOMO energy (spin up / spin down), the calculation gives -7.676 / -10.141 eV. The HOMO-LUMO gap (spin up / spin down) comes out at 8.26 / 8.44 eV. The molecular weight is 94.160 g mol⁻¹.

2.
# C5H9NO

C5H9NO as an isolated structure (wB97M-V/def2-TZVPD, the OMol25 dataset).

```
16
Properties=species:S:1:pos:R:3:forces:R:3
C -2.32491 -0.61241 0.12549 3.713 -5.520 4.451
C -0.83516 -0.79619 0.07717 3.986 -3.181 -0.773
C 0.24713 0.08000 -0.22281 -5.308 -5.514 2.338
C -0.01084 1.41298 -0.64192 -1.926 3.349 10.086
C 1.60427 -0.51616 -0.18050 -1.666 2.366 0.888
H -2.84859 -1.25339 -0.45758 -1.623 -1.183 -2.531
H -2.61595 -1.00535 1.17416 0.404 0.434 -1.238
H -2.46423 0.31642 0.22922 -2.196 7.251 -0.316
H -0.53872 -2.15871 0.25624 -0.544 4.565 -0.488
H -1.13827 1.81245 -0.57209 2.519 -0.792 0.863
H 0.80318 2.06146 -0.19305 -1.379 0.019 -0.559
H 0.04592 1.41834 -1.53939 1.501 0.463 -11.481
H 3.27889 -0.15644 0.62235 7.177 -2.210 -1.442
H 2.45635 0.66207 1.55085 -1.898 0.938 0.780
N 2.42248 0.05605 0.77869 -4.107 -0.124 -0.502
O 1.91845 -1.32113 -1.00685 1.348 -0.862 -0.077
```
Forces are in eV/Å.

As for the net charge: 0. As for the total energy: -8864.0269 eV. As for the lowest unoccupied orbital energy: 0.03217 hartree. As for the energy relative to the best compared isomer or geometry (same formula, charge and spin): 500.3 kJ/mol. For the HOMO energy, the calculation gives -8.688 eV. The HOMO-LUMO gap comes out at 9.56 eV. The molecular weight is 99.133 g mol⁻¹.

3.
# C8H14N2PZr

C8H14N2PZr as an isolated structure (wB97M-V/def2-TZVPD, the OMol25 dataset).

```
26
Properties=species:S:1:pos:R:3:forces:R:3
C 1.18040 -0.28029 -2.10735 0.946 -1.455 0.462
C 0.63509 -0.01316 -3.38118 -1.581 1.029 -1.888
C -0.50985 -0.85111 -3.57219 0.176 -0.894 -1.755
C -0.52300 -1.91935 -2.58559 0.778 0.616 -1.688
C 0.67205 -1.65990 -1.77125 -0.987 -0.650 1.316
Zr -1.11704 0.07069 -1.51781 -1.104 -0.768 -1.353
P -0.50610 2.45419 -1.28237 1.142 0.118 0.028
H 1.99197 0.41838 -1.72280 -0.856 -1.901 -0.152
H 1.09590 0.61174 -4.23382 -1.156 -0.489 1.913
H -1.21179 -0.77517 -4.45800 0.970 -0.239 1.237
H 1.04887 -2.43316 -0.97667 -0.884 2.114 -1.300
H -1.43782 -2.63954 -2.68069 2.377 0.845 0.838
H -1.36054 3.22298 -0.51440 -0.425 0.375 0.274
H -0.56266 3.15035 -2.46791 0.214 0.903 -0.347
H 0.71981 2.92116 -0.72696 -0.184 0.093 -0.166
C 0.85299 0.84456 3.43515 0.218 -0.176 0.298
N -0.06100 -0.11677 2.76117 0.139 -0.311 2.302
C -0.65391 -1.25686 3.52753 0.543 -0.283 -0.268
C -0.39498 -0.06628 1.55120 -1.076 -0.384 -2.870
N -0.82886 -0.25986 0.45706 1.289 1.230 3.103
H 0.83698 0.58574 4.48712 -0.166 -0.010 0.176
H 0.50887 1.89960 3.38256 0.362 -0.765 -0.459
H 1.90752 0.65653 3.14228 -0.752 0.509 -0.268
H -1.75616 -1.25542 3.49912 0.583 -0.105 -0.370
H -0.16696 -2.20565 3.22128 -0.688 0.492 -0.097
H -0.35978 -1.10339 4.53450 0.121 0.106 1.034
```
Forces are in eV/Å.

As for the net charge: +1. As for the total energy: -22061.2437 eV. As for the lowest unoccupied orbital energy (spin up / spin down): -0.13247 / -0.13248 hartree. For the HOMO energy (spin up / spin down), the calculation gives -8.969 / -8.971 eV. The HOMO-LUMO gap (spin up / spin down) comes out at 5.36 / 5.37 eV. The molecular weight is 260.412 g mol⁻¹.

4.
# C2H3AgO2P

C2H3AgO2P as an isolated structure (wB97M-V/def2-TZVPD, the OMol25 dataset).

```
9
Properties=species:S:1:pos:R:3:forces:R:3
H 0.08931 -1.31783 -1.28138 -0.272 0.594 -0.109
O -0.65490 -0.37824 1.71917 -0.216 1.210 -1.007
C -0.92830 -0.32564 0.50359 0.117 -2.936 0.668
H -1.96047 -0.38133 0.09980 0.196 0.208 0.722
C 0.09837 -0.51095 -0.54192 -0.917 2.318 0.182
O 1.25608 0.13855 -0.25250 0.990 0.529 0.245
Ag 1.44975 -0.04414 2.72874 -0.545 -0.118 -0.524
P 0.21163 1.45589 -0.78707 0.556 -1.695 -0.322
H 0.43853 1.36369 -2.18843 0.092 -0.110 0.146
```
Forces are in eV/Å.

As for the net charge: +1. As for the total energy: -19495.5763 eV. As for the lowest unoccupied orbital energy: -0.20984 hartree. As for the energy relative to the best compared isomer or geometry (same formula, charge and spin): 0.0 kJ/mol. For the HOMO energy, the calculation gives -14.035 eV. The HOMO-LUMO gap comes out at 8.32 eV. The molecular weight is 197.886 g mol⁻¹.

> What is the formula in the second record?

C5H9NO